Record 1
153
Properties=species:S:1:pos:R:3 method="wB97M-V/def2-TZVPD" total_charge=+1 lumo_ev=-3.595 gap_ev=7.60
C 1.33 4.07 1.84
C 1.66 2.93 0.79
S 2.48 1.56 1.76
C 2.18 -0.02 0.87
C 3.31 -1.09 0.70
C 2.81 -1.95 -0.57
C 1.27 -2.09 -0.81
C 0.68 -1.18 -1.97
C -0.80 -1.73 -2.20
C -1.70 -1.23 -0.98
C -2.84 -0.22 -1.38
O -2.40 1.12 -1.05
C -2.83 1.53 0.19
C -2.68 3.07 0.46
O -3.26 0.81 1.06
C 4.71 -0.49 0.24
F 4.49 0.36 -0.86
C 5.49 0.43 1.25
C 7.04 0.59 0.90
C 7.32 1.42 -0.38
F 7.21 0.70 -1.54
F 8.66 1.80 -0.32
F 6.62 2.60 -0.44
O 5.63 -1.47 -0.19
C 5.65 -2.69 0.52
S 7.44 -3.19 0.63
C 4.78 -2.85 1.83
C 5.56 -3.05 3.20
C 6.61 -1.98 3.67
C 7.97 -2.74 4.05
I 6.12 -1.02 5.59
N 3.51 -2.02 1.90
S 3.30 -1.17 3.46
O 2.38 -2.85 1.83
C 1.93 -3.45 3.02
O 2.54 -4.34 3.57
C 0.54 -3.16 3.63
C 0.25 -3.61 5.01
C -1.05 -3.32 5.59
C -2.11 -2.61 4.84
C -1.82 -2.16 3.49
C -0.52 -2.46 2.93
H 0.28 4.00 2.22
H 1.60 5.09 1.48
H 1.99 3.87 2.74
H 0.75 2.58 0.24
H 2.41 3.34 0.08
H 1.97 0.35 -0.17
H 1.26 -0.48 1.33
H 3.24 -1.56 -1.52
H 3.22 -3.01 -0.53
H 1.10 -3.13 -1.21
H 0.62 -2.06 0.11
H 0.55 -0.11 -1.66
H 1.21 -1.33 -2.94
H -1.22 -1.44 -3.20
H -0.79 -2.84 -2.14
H -2.19 -2.10 -0.47
H -1.03 -0.74 -0.21
H -3.84 -0.49 -0.96
H -2.96 -0.32 -2.49
H -2.44 3.28 1.53
H -3.62 3.56 0.11
H -1.80 3.40 -0.16
H 5.11 1.48 1.11
H 5.40 0.20 2.33
H 7.45 1.21 1.75
H 7.60 -0.37 0.94
H 5.26 -3.44 -0.23
H 7.49 -4.46 1.13
H 4.36 -3.89 1.72
H 6.14 -4.00 3.04
H 4.91 -3.32 4.08
H 6.92 -1.23 2.92
H 8.20 -3.59 3.37
H 7.86 -3.18 5.07
H 8.79 -1.97 4.06
H 2.02 -0.67 3.50
H 1.03 -4.13 5.61
H -1.23 -3.65 6.63
H -3.12 -2.37 5.27
H -2.55 -1.60 2.86
H -0.31 -2.09 1.90
O 15.11 1.24 0.10
C 14.20 1.67 -0.55
O 13.02 1.93 0.04
C 11.93 2.60 -0.60
C 11.09 1.64 -1.41
C 14.33 1.85 -2.04
H 12.28 3.45 -1.19
H 11.32 3.02 0.20
H 11.67 1.18 -2.22
H 10.24 2.14 -1.85
H 10.74 0.82 -0.78
H 14.18 0.89 -2.53
H 15.34 2.21 -2.26
H 13.65 2.59 -2.46
O -4.55 -0.65 5.73
C -3.96 0.32 6.13
O -2.67 0.21 6.50
C -1.83 1.32 6.83
C -2.02 1.75 8.27
C -4.66 1.64 6.28
H -1.97 2.14 6.12
H -0.80 0.97 6.69
H -3.04 2.09 8.46
H -1.33 2.56 8.52
H -1.83 0.91 8.94
H -5.21 1.64 7.23
H -5.36 1.76 5.46
H -4.00 2.50 6.25
O -4.13 -2.10 -3.14
C -5.07 -1.65 -3.77
O -6.22 -1.40 -3.15
C -7.34 -0.72 -3.76
C -8.19 -1.68 -4.56
C -4.98 -1.47 -5.26
H -6.99 0.13 -4.36
H -7.93 -0.31 -2.95
H -7.63 -2.14 -5.38
H -9.06 -1.17 -4.98
H -8.53 -2.50 -3.93
H -5.15 -2.43 -5.75
H -3.97 -1.11 -5.51
H -5.66 -0.73 -5.66
O -10.55 -0.36 -3.06
C -11.61 -0.54 -3.61
O -12.09 0.38 -4.46
C -13.25 0.20 -5.28
C -14.52 0.51 -4.52
C -12.45 -1.76 -3.30
H -13.26 -0.79 -5.73
H -13.15 0.91 -6.11
H -14.65 -0.17 -3.67
H -15.39 0.41 -5.17
H -14.49 1.52 -4.11
H -13.00 -1.58 -2.37
H -11.78 -2.61 -3.16
H -13.14 -2.03 -4.09
O -5.23 1.30 -5.77
C -4.65 2.29 -5.40
O -3.34 2.22 -5.09
C -2.52 3.36 -4.80
C -2.65 3.78 -3.35
C -5.38 3.59 -5.20
H -2.73 4.18 -5.49
H -1.49 3.05 -4.99
H -3.67 4.08 -3.11
H -1.98 4.61 -3.13
H -2.41 2.94 -2.69
H -5.89 3.57 -4.23
H -6.13 3.69 -5.99
H -4.75 4.47 -5.25

Record 2
48
Properties=species:S:1:pos:R:3 method="wB97M-V/def2-TZVPD" total_charge=+2 lumo_ev="-6.938 / -9.867" s_squared=6.0475 multiplicity=5 gap_ev="7.90 / 5.53"
Pt 0.33 0.01 0.44
C -1.31 -3.57 -1.34
C -1.26 -2.35 -0.49
O -0.25 -1.60 -0.66
C -2.33 -2.10 0.41
C -2.61 -0.95 1.12
C -3.89 -0.77 1.86
N -1.73 0.09 1.12
N -2.11 1.27 1.56
C -1.19 2.23 1.33
O -0.08 1.92 0.71
C -1.44 3.57 1.73
C -0.46 4.56 1.48
C -0.71 5.86 1.86
C -1.92 6.18 2.48
C -2.89 5.21 2.73
C -2.66 3.91 2.36
H -0.39 -3.69 -1.91
H -2.15 -3.48 -2.03
H -1.50 -4.45 -0.72
H -3.08 -2.88 0.44
H -4.48 -1.68 1.82
H -4.46 0.04 1.41
H -3.69 -0.50 2.89
H 0.47 4.29 1.00
H 0.03 6.63 1.68
H -2.10 7.21 2.78
H -3.82 5.49 3.21
H -3.40 3.14 2.53
C 4.45 -4.02 3.52
C 3.15 -4.19 4.31
C 2.11 -4.98 3.52
C 2.60 -2.85 4.80
N 2.25 -1.96 3.67
C 1.14 -1.87 2.95
N 1.35 -0.94 2.03
N 2.61 -0.47 2.21
N 3.14 -1.08 3.19
H 4.87 -5.00 3.30
H 5.19 -3.46 4.08
H 4.28 -3.51 2.57
H 3.37 -4.73 5.23
H 1.90 -4.51 2.56
H 1.18 -5.10 4.08
H 2.49 -5.98 3.31
H 3.32 -2.29 5.38
H 1.69 -2.98 5.38
H 0.25 -2.46 3.10

Record 3
63
Properties=species:S:1:pos:R:3 method="wB97M-V/def2-TZVPD" lumo_ev=0.269 gap_ev=8.14
C 2.49 1.39 -4.52
O 2.75 1.43 -3.09
C 1.80 1.68 -2.31
C 0.34 1.54 -2.73
C -0.38 1.85 -1.62
C 0.11 2.32 -0.35
C -0.90 2.17 0.82
N -1.08 1.20 1.58
C -0.29 1.17 3.02
O 0.04 2.09 3.40
C -0.11 -0.08 3.60
N -0.70 -1.18 2.77
C -2.05 -2.01 3.08
C -2.89 -0.76 2.73
C -3.27 -0.93 1.28
C -4.02 -0.02 0.80
C -4.88 1.08 1.66
O -5.87 1.82 1.05
C -6.50 2.80 1.80
C -4.34 0.96 3.02
C -3.61 -0.04 3.38
C 0.10 -1.70 1.73
O -0.44 -2.79 1.19
C 1.50 -1.09 1.53
C 1.77 -1.45 -0.05
C 3.41 -0.93 -0.20
O 4.04 -0.57 0.69
N 3.83 -1.04 -1.48
C 3.07 -1.91 -2.66
N 3.77 -1.79 -3.68
C 3.01 -2.15 -4.90
C 1.81 -2.59 -4.40
S 1.52 -1.95 -2.92
C 1.34 2.13 -0.07
C 2.30 1.92 -1.08
H 3.30 1.25 -5.04
H 1.89 0.49 -4.68
H 1.86 2.13 -4.95
H 0.02 1.27 -3.59
H -1.44 1.93 -1.56
H -0.60 3.22 1.43
H -1.95 2.42 0.57
H -1.30 0.28 1.26
H -0.89 0.01 4.59
H 0.93 -0.18 4.12
H -2.16 -2.92 2.72
H -2.08 -1.90 4.22
H -2.84 -1.66 0.61
H -4.46 -0.02 -0.27
H -7.20 2.32 2.53
H -7.06 3.14 1.17
H -5.57 3.33 2.32
H -5.02 1.40 3.60
H -3.50 0.00 4.40
H 2.16 -1.58 2.05
H 1.48 -0.16 1.86
H 1.12 -0.79 -0.58
H 1.59 -2.38 -0.34
H 4.59 -0.94 -1.75
H 3.60 -2.55 -5.65
H 1.01 -2.76 -5.14
H 1.86 2.41 1.06
H 3.30 2.13 -0.86

Record 4
52
Properties=species:S:1:pos:R:3 method="wB97M-V/def2-TZVPD" lumo_ev=-0.351 gap_ev=8.61
C -0.69 1.80 1.46
C -0.96 1.69 -0.06
F -0.08 2.56 -0.69
C -0.98 0.26 -0.64
P -2.62 -0.51 -0.04
O -3.87 0.25 -0.92
I -2.70 -2.85 -0.83
C -1.05 0.20 -2.22
O 0.04 0.84 -2.91
S 1.53 0.42 -2.36
O 2.16 -0.71 -3.07
O 2.38 1.63 -2.53
C 1.55 0.05 -0.55
C 0.20 -0.70 -0.23
I 0.07 -1.61 1.73
H -0.76 2.86 1.77
H 0.36 1.50 1.60
H -1.32 1.13 2.07
H -1.97 2.12 -0.24
H -4.22 -0.40 -1.55
H -2.02 0.62 -2.56
H -1.08 -0.88 -2.52
H 1.66 0.98 0.03
H 2.37 -0.67 -0.35
H 0.16 -1.54 -0.96
O 0.02 1.61 4.26
H 0.37 0.90 4.82
H -0.34 2.25 4.89
O -3.61 0.15 -4.46
H -2.95 0.53 -5.04
H -4.28 0.85 -4.37
O 2.47 0.81 2.18
H 2.81 0.12 2.76
H 2.10 1.45 2.78
O 3.47 -0.62 -5.85
H 3.35 -1.53 -6.11
H 3.16 -0.59 -4.93
O -3.78 3.33 -4.35
H -3.36 3.26 -3.49
H -4.31 4.12 -4.28
O 3.01 1.45 4.74
H 3.46 1.42 5.60
H 2.48 2.26 4.79
O 3.43 -2.87 2.17
H 2.67 -2.40 1.80
H 3.72 -3.45 1.46
O -3.21 -5.57 1.28
H -3.39 -6.28 1.90
H -3.67 -5.83 0.47
O 2.39 -1.50 4.72
H 3.11 -0.89 4.88
H 2.70 -2.02 3.96

Record 5
16
Properties=species:S:1:pos:R:3 method="wB97M-V/def2-TZVPD" total_charge=+1 lumo_ev=-4.290 gap_ev=9.92
C -0.02 -0.41 -0.23
C -2.07 0.66 0.61
C 0.08 1.85 0.55
C 2.07 -2.04 -0.92
N -0.61 0.58 0.37
S 1.61 -0.28 -0.71
Cl -0.78 -1.87 -0.64
H -2.43 0.90 1.72
H -2.49 -0.34 0.26
H -2.43 1.46 -0.08
H -0.52 2.54 0.01
H 1.07 1.74 0.14
H -0.05 2.17 1.66
H 1.63 -2.47 -1.83
H 1.80 -2.35 0.06
H 3.16 -2.16 -0.98

Record 6
15
Properties=species:S:1:pos:R:3 method="wB97M-V/def2-TZVPD" total_charge=+1 lumo_ev=-6.353 gap_ev=8.16
C 1.22 -0.39 -0.29
C 0.10 -0.58 1.58
C -0.26 -0.64 0.13
C -1.38 -1.34 -0.52
C 0.42 1.93 -0.28
N 0.31 0.54 -0.59
S 1.71 -0.18 1.58
H 1.91 -0.84 -0.94
H -0.52 -0.81 2.46
H -1.42 -2.44 -0.19
H -1.25 -1.30 -1.69
H -2.31 -0.92 -0.32
H 0.27 2.38 -1.26
H 1.46 2.19 -0.01
H -0.27 2.41 0.36

Record 7
10
Properties=species:S:1:pos:R:3 method="wB97M-V/def2-TZVPD" lumo_ev=0.802 gap_ev=10.32
C 2.54 0.12 -0.26
C 1.36 0.00 -0.09
C -0.06 -0.01 0.03
C -0.99 0.93 -0.34
N -2.23 0.43 -0.13
N -2.13 -0.75 0.39
N -0.82 -1.04 0.49
H 3.60 0.22 -0.40
H -0.81 1.94 -0.70
H -0.47 -1.84 1.00

Record 8
15
Properties=species:S:1:pos:R:3 method="wB97M-V/def2-TZVPD" lumo_ev=0.521 gap_ev=8.85
C -0.03 1.95 -0.62
C -1.68 -0.46 0.77
C 0.68 -0.39 -0.17
C -0.25 0.57 -0.13
O 2.05 -0.29 -0.20
N 0.19 -1.59 0.33
N 0.82 -2.64 0.48
H 2.42 -0.02 -1.05
H 1.78 -2.58 0.08
H -0.35 2.68 0.13
H -0.63 2.14 -1.51
H 1.01 2.18 -0.88
H -1.79 0.27 1.57
H -2.42 -0.39 -0.02
H -1.80 -1.44 1.22

Record 9
22
Properties=species:S:1:pos:R:3 method="wB97M-V/def2-TZVPD" lumo_ev="-1.649 / 0.270" gap_ev="6.86 / 9.36"
C 0.77 0.20 0.58
C -2.06 0.42 -0.14
C -0.28 -1.46 -2.34
C 1.71 -0.35 1.63
C 1.02 1.64 0.21
N 0.01 -0.32 -1.50
C -0.88 0.00 1.19
O 0.75 -0.72 -0.50
O -1.05 0.66 2.22
H -1.05 -1.10 1.21
H -1.16 -1.22 -2.93
H -2.44 -0.37 -0.78
H -2.82 0.77 0.56
H -1.67 1.24 -0.74
H -0.44 -2.38 -1.77
H 0.55 -1.62 -3.04
H 1.52 -1.41 1.81
H 1.54 0.20 2.56
H 2.75 -0.21 1.33
H 0.62 2.26 1.01
H 0.51 1.91 -0.71
H 2.09 1.84 0.13

Record 10
16
Properties=species:S:1:pos:R:3 method="wB97M-V/def2-TZVPD" total_charge=+1 lumo_ev="-5.018 / -8.537" s_squared=0.7574 multiplicity=2 gap_ev="9.97 / 6.45"
C -0.59 -2.44 1.71
C 0.46 -2.02 0.92
O 0.63 -0.72 0.84
H -0.92 -3.47 1.64
H -1.05 -1.83 2.48
H 1.14 -2.63 0.34
H 0.77 -0.41 -0.10
H 1.40 1.01 -1.44
H 2.77 0.46 -1.94
O 2.01 0.24 -1.37
H -2.81 1.69 0.74
H -1.50 1.15 0.90
O -1.89 1.91 0.46
H -0.22 2.34 -2.53
H -0.40 2.43 -0.96
O 0.22 2.30 -1.68

no.,largest force on an atom (hartree/bohr)
1,0.0811
2,0.0066
3,0.3848
4,0.1217
5,0.0551
6,0.0777
7,0.0124
8,0.0659
9,0.0635
10,0.0374